# 1
{"formula": "C12H16O", "method": "the ωB97M-V functional and the def2-TZVPD basis", "symbols": ["C", "C", "C", "C", "C", "C", "C", "C", "C", "C", "C", "C", "O", "H", "H", "H", "H", "H", "H", "H", "H", "H", "H", "H", "H", "H", "H", "H", "H"], "xyz": [[0.376, -1.755, 1.249], [1.392, -1.175, 0.694], [2.717, 1.332, 0.406], [-2.085, 2.035, -1.098], [1.806, 0.756, -0.719], [-1.057, 1.937, -0.177], [-0.899, -1.766, -0.806], [0.287, -1.040, -1.521], [-1.663, -0.316, 1.036], [-1.005, -1.633, 0.653], [1.258, -0.480, -0.559], [-0.782, 0.946, 0.998], [0.067, 1.219, 1.817], [0.407, -2.178, 2.265], [2.342, -1.427, 1.278], [2.033, 1.577, 1.191], [3.274, 2.250, -0.018], [-1.996, 2.808, -1.842], [-2.828, 1.294, -1.234], [1.880, 1.428, -1.552], [-0.490, 2.857, 0.035], [-1.838, -1.255, -1.115], [-0.995, -2.761, -1.291], [0.839, -1.793, -2.110], [-0.205, -0.235, -2.039], [-2.640, -0.167, 0.503], [-1.855, -0.374, 2.180], [-1.618, -2.560, 0.970], [3.278, 0.476, 0.805]], "largest_force_ha_per_bohr": 0.0728, "e_above_lowest_kj_mol": 353.65, "homo_ev": -8.25, "spin_multiplicity": 1, "smiles": "C=CC(=O)C[C@@H]1C=C/C(=C\\C)CC1"}

***

# 2
{"formula": "C12H16O2", "method": "the ωB97M-V functional and the def2-TZVPD basis", "symbols": ["C", "C", "C", "C", "C", "C", "C", "C", "C", "C", "C", "C", "O", "O", "H", "H", "H", "H", "H", "H", "H", "H", "H", "H", "H", "H", "H", "H", "H", "H"], "xyz": [[-0.762, 2.767, -0.466], [-0.031, 2.241, 0.354], [-3.146, -1.660, -0.673], [-1.966, -1.653, -0.068], [0.137, -0.742, -1.341], [-0.178, -0.166, 1.052], [-0.956, -0.532, -0.283], [1.424, 0.015, -1.274], [0.710, 1.109, 0.875], [1.808, 0.929, -0.185], [-1.523, -2.657, 0.944], [2.751, 2.064, -0.199], [2.283, -0.372, -0.239], [1.234, 1.407, 2.177], [-1.523, 3.265, -0.985], [-3.854, -2.378, -0.488], [-3.123, -0.813, -1.400], [0.132, -1.792, -1.548], [-0.239, -0.255, -2.320], [-0.860, 0.003, 1.882], [0.613, -0.946, 1.371], [-1.441, 0.331, -0.450], [1.949, 0.233, -2.145], [-0.477, -3.015, 0.901], [-1.645, -2.129, 1.885], [-2.212, -3.511, 0.880], [3.649, 1.826, -0.739], [2.913, 2.430, 0.811], [2.239, 2.967, -0.536], [2.096, 1.032, 2.208]], "largest_force_ha_per_bohr": 0.0839, "e_above_lowest_kj_mol": 465.80, "homo_ev": -9.41, "spin_multiplicity": 1, "smiles": "C#C[C@@]1(O)C[C@H](C(=C)C)C[C@@H]2O[C@@]21C"}

***

# 3
{"formula": "C12H17AsAuO7S4", "method": "the ωB97M-V functional and the def2-TZVPD basis", "symbols": ["Au", "O", "As", "O", "O", "C", "C", "C", "C", "C", "C", "S", "O", "O", "O", "H", "H", "H", "H", "H", "C", "C", "S", "C", "C", "S", "H", "H", "H", "H", "H", "H", "C", "S", "C", "O", "H", "H", "H", "H", "H", "H"], "xyz": [[0.569, 1.178, -1.141], [3.687, 1.229, 1.721], [2.271, 0.427, 0.930], [1.020, 1.359, 1.414], [2.635, 0.700, -0.693], [2.615, -1.325, 1.649], [3.788, -1.568, 2.354], [4.077, -2.849, 2.797], [3.190, -3.888, 2.548], [2.006, -3.642, 1.869], [1.722, -2.363, 1.425], [0.168, -2.013, 0.597], [-0.739, -1.533, 1.607], [-0.230, -3.265, -0.015], [0.558, -0.992, -0.410], [3.584, 2.144, 1.432], [4.464, -0.746, 2.541], [4.998, -3.037, 3.334], [3.422, -4.893, 2.877], [1.297, -4.431, 1.659], [-0.321, 5.656, -1.460], [-0.429, 4.151, -1.546], [1.018, 3.351, -2.060], [-1.563, 3.481, -1.271], [-2.852, 4.183, -0.945], [-1.689, 1.753, -1.320], [0.713, 5.948, -1.641], [-0.609, 6.001, -0.467], [-0.950, 6.147, -2.205], [-2.713, 5.253, -0.825], [-3.277, 3.766, -0.031], [-3.572, 4.005, -1.749], [-2.413, -3.435, -2.091], [-2.258, -1.655, -1.680], [-3.314, -1.719, -0.197], [-3.102, -0.989, -2.713], [-3.456, -3.739, -2.031], [-1.780, -3.977, -1.397], [-2.040, -3.542, -3.107], [-2.862, -2.405, 0.514], [-4.321, -2.009, -0.492], [-3.313, -0.715, 0.220]], "largest_force_ha_per_bohr": 0.0512, "e_above_lowest_kj_mol": 37.73, "homo_ev": -4.69, "charge": -1, "spin_multiplicity": 1}

***

# 4
{"formula": "C12H17AsBrNOS4W", "method": "the ωB97M-V functional and the def2-TZVPD basis", "symbols": ["W", "S", "As", "S", "S", "S", "C", "C", "C", "C", "C", "C", "H", "H", "H", "H", "H", "H", "H", "H", "H", "C", "O", "H", "H", "H", "H", "Br", "C", "C", "C", "C", "C", "N", "H", "H", "H", "H"], "xyz": [[0.218, 1.738, -1.025], [-0.852, 0.667, -2.964], [-2.001, 2.424, -3.413], [1.965, 2.399, -1.984], [-1.616, 3.338, -1.517], [-3.152, 3.036, -4.894], [0.040, -3.588, -0.216], [1.075, -2.862, -1.090], [0.981, -3.344, -2.551], [2.498, -3.088, -0.546], [0.798, -1.433, -1.074], [0.577, -0.229, -1.070], [0.249, -4.657, -0.239], [-0.972, -3.431, -0.588], [0.095, -3.254, 0.821], [1.197, -4.413, -2.573], [1.706, -2.834, -3.184], [-0.019, -3.189, -2.956], [2.712, -4.156, -0.568], [2.587, -2.744, 0.485], [3.241, -2.576, -1.156], [-0.340, 4.264, 1.249], [0.514, 3.499, 0.342], [-0.757, 5.119, 0.723], [0.268, 4.584, 2.092], [-1.131, 3.604, 1.587], [1.232, 4.064, 0.026], [2.115, 1.070, 1.563], [0.296, 0.876, 1.987], [-0.102, 0.443, 3.235], [-1.461, 0.272, 3.457], [-2.364, 0.530, 2.433], [-1.883, 0.966, 1.219], [-0.565, 1.152, 1.003], [0.632, 0.240, 4.001], [-1.809, -0.068, 4.423], [-3.427, 0.395, 2.571], [-2.545, 1.184, 0.391]], "largest_force_ha_per_bohr": 0.0110, "e_above_lowest_kj_mol": 5.53, "homo_ev": -15.71, "charge": 2, "spin_multiplicity": 1}

***

# 5
{"formula": "C12H17BIrN6O", "method": "the ωB97M-V functional and the def2-TZVPD basis", "symbols": ["H", "N", "B", "N", "C", "Ir", "H", "C", "H", "C", "H", "C", "H", "H", "H", "N", "N", "N", "N", "C", "C", "H", "H", "C", "C", "C", "C", "H", "H", "H", "H", "H", "C", "C", "O", "H", "H", "H"], "xyz": [[1.196, -0.089, 2.500], [0.972, -1.189, 0.678], [0.644, -3.052, -0.995], [0.945, -2.540, 0.411], [1.261, -3.226, 1.531], [0.604, 0.385, -0.780], [1.444, -4.285, 1.458], [1.408, -2.303, 2.546], [1.697, -2.530, 3.553], [1.198, -1.034, 1.997], [0.729, -4.244, -1.139], [0.181, 1.799, -1.964], [0.164, 2.784, -1.443], [-0.861, 1.440, -2.164], [0.898, 1.962, -2.815], [1.593, -2.189, -1.875], [-0.726, -2.460, -1.311], [1.631, -0.797, -1.848], [-0.942, -1.097, -1.215], [2.556, -2.608, -2.700], [-1.889, -3.061, -1.646], [2.665, -3.655, -2.834], [-1.919, -4.107, -1.897], [3.228, -1.506, -3.200], [-2.860, -2.084, -1.670], [2.637, -0.366, -2.663], [-2.261, -0.874, -1.340], [4.037, -1.503, -3.861], [-3.884, -2.241, -1.946], [2.788, 0.709, -2.771], [-2.715, 0.086, -1.213], [2.107, 1.165, -0.204], [0.272, 2.185, 1.542], [-0.426, 1.156, 0.718], [-1.540, 0.727, 1.008], [1.327, 2.105, 1.256], [0.154, 2.028, 2.629], [-0.140, 3.174, 1.303]], "largest_force_ha_per_bohr": 0.0823, "e_above_lowest_kj_mol": 99.73, "homo_ev": [-12.02, -16.06], "charge": 2, "spin_multiplicity": 6, "s_squared": 8.784}

***

# 6
{"formula": "C12H17BMgN6O2", "method": "the ωB97M-V functional and the def2-TZVPD basis", "symbols": ["H", "N", "B", "N", "C", "Mg", "H", "C", "H", "C", "H", "C", "H", "H", "H", "N", "N", "N", "N", "C", "C", "H", "H", "C", "C", "C", "C", "H", "H", "H", "H", "H", "C", "O", "C", "O", "H", "H", "H"], "xyz": [[1.049, -3.142, -0.458], [1.011, -1.116, -1.125], [1.801, 1.325, -1.488], [2.014, -0.215, -1.434], [3.160, -0.892, -1.650], [-0.941, -1.408, -1.691], [4.044, -0.392, -2.032], [2.932, -2.228, -1.323], [3.637, -3.035, -1.400], [1.598, -2.322, -0.914], [2.679, 1.836, -2.139], [-3.897, 0.575, 3.425], [-4.907, 0.835, 3.762], [-3.924, 0.239, 2.382], [-3.254, 1.460, 3.482], [1.856, 2.039, -0.070], [0.434, 1.484, -2.218], [0.959, 1.681, 0.910], [-0.709, 0.723, -1.979], [2.681, 2.987, 0.430], [0.191, 2.341, -3.231], [3.456, 3.431, -0.170], [0.989, 2.924, -3.675], [2.319, 3.230, 1.755], [-1.164, 2.262, -3.540], [1.226, 2.368, 2.006], [-1.713, 1.308, -2.678], [2.757, 3.910, 2.440], [-1.669, 2.807, -4.314], [0.665, 2.244, 2.925], [-2.753, 1.038, -2.545], [-3.488, -0.192, 4.044], [-1.829, -4.629, 2.433], [-2.495, -3.609, 1.572], [-1.668, -3.110, 0.632], [-2.034, -2.112, -0.035], [-2.196, -5.620, 2.167], [-2.064, -4.427, 3.479], [-0.749, -4.599, 2.264]], "largest_force_ha_per_bohr": 0.0640, "e_above_lowest_kj_mol": 504.79, "homo_ev": -6.86, "spin_multiplicity": 1}